{
  "formula": "C16H58O21",
  "method": "the ωB97M-V functional and the def2-TZVPD basis",
  "species": ["O", "H", "H", "O", "H", "H", "O", "H", "H", "O", "H", "H", "O", "H", "H", "C", "C", "O", "O", "H", "H", "H", "H", "H", "H", "C", "C", "O", "O", "H", "H", "H", "H", "H", "H", "C", "C", "O", "O", "H", "H", "H", "H", "H", "H", "C", "C", "O", "O", "H", "H", "H", "H", "H", "H", "C", "C", "O", "O", "H", "H", "H", "H", "H", "H", "C", "C", "O", "O", "H", "H", "H", "H", "H", "H", "C", "C", "O", "O", "H", "H", "H", "H", "H", "H", "C", "C", "O", "O", "H", "H", "H", "H", "H", "H"],
  "coordinates": [[1.561, 1.144, -16.870], [1.420, 0.452, -16.235], [2.460, 1.103, -17.057], [-1.301, 0.813, -20.862], [-1.952, 1.442, -21.157], [-1.787, 0.007, -20.862], [0.282, 2.236, -19.218], [-0.123, 1.574, -19.807], [0.017, 1.896, -18.404], [-1.344, 0.346, -17.308], [-2.191, 0.681, -17.627], [-1.287, -0.559, -17.589], [1.903, 3.559, -21.997], [2.107, 2.630, -21.719], [1.413, 3.869, -21.260], [-1.552, 5.611, -18.033], [-2.413, 4.358, -17.826], [-2.078, 3.466, -18.804], [-1.556, 6.435, -16.867], [-1.992, 6.156, -18.907], [-0.532, 5.444, -18.250], [-3.455, 4.508, -17.899], [-2.214, 3.972, -16.823], [-1.119, 3.186, -18.809], [-0.978, 7.158, -17.133], [3.180, 0.601, -21.957], [4.442, 0.737, -21.012], [5.580, 0.298, -21.725], [2.079, 1.005, -21.194], [3.088, -0.469, -22.203], [3.328, 1.199, -22.806], [4.442, 0.035, -20.217], [4.594, 1.721, -20.610], [6.317, 0.842, -21.591], [1.961, 0.407, -20.422], [2.095, -1.970, -18.643], [2.425, -2.851, -19.839], [3.116, -3.967, -19.464], [1.667, -0.693, -19.119], [2.910, -1.731, -17.981], [1.369, -2.440, -17.996], [2.889, -2.314, -20.679], [1.442, -3.129, -20.255], [3.936, -3.692, -19.078], [1.305, -0.225, -18.381], [-0.427, -0.714, -23.398], [0.317, -1.804, -22.601], [-0.359, -3.052, -22.615], [0.288, 0.487, -23.496], [-1.398, -0.498, -23.120], [-0.463, -1.104, -24.379], [0.444, -1.394, -21.618], [1.176, -2.014, -23.138], [-1.174, -2.931, -22.102], [0.351, 0.864, -22.603], [-0.945, 3.098, -14.747], [-0.119, 2.263, -13.779], [1.204, 2.280, -14.293], [-2.305, 3.147, -14.275], [-0.900, 2.736, -15.726], [-0.504, 4.068, -14.705], [-0.484, 1.245, -13.843], [-0.188, 2.692, -12.850], [1.078, 2.101, -15.230], [-2.455, 3.882, -13.703], [-2.575, -2.095, -19.842], [-1.260, -2.138, -19.142], [-1.332, -2.321, -17.710], [-2.383, -1.781, -21.242], [-3.195, -1.373, -19.325], [-3.084, -3.038, -19.838], [-0.602, -1.303, -19.347], [-0.748, -3.029, -19.596], [-1.962, -3.028, -17.455], [-3.208, -1.882, -21.736], [1.970, 4.350, -16.992], [2.777, 4.426, -18.271], [2.819, 3.149, -18.837], [1.894, 5.688, -16.461], [2.474, 3.649, -16.369], [0.969, 3.971, -17.044], [3.767, 4.785, -18.004], [2.397, 5.048, -19.041], [1.869, 2.928, -19.020], [1.359, 5.581, -15.684], [-1.703, 4.084, -24.678], [-0.419, 3.673, -23.965], [-0.781, 3.016, -22.813], [-1.345, 4.719, -25.920], [-2.214, 4.811, -24.032], [-2.381, 3.256, -24.941], [0.259, 4.423, -23.705], [0.086, 2.968, -24.593], [-0.015, 2.996, -22.264], [-0.552, 5.269, -25.717]],
  "lumo_energy_ha": -0.0087,
  "total_charge": 0,
  "gap_ev": 9.084,
  "total_energy_ev": -60524.9722
}

***

{
  "formula": "C16H60B7Ca2O4",
  "method": "the ωB97M-V functional and the def2-TZVPD basis",
  "species": ["Ca", "Ca", "B", "H", "H", "H", "H", "B", "H", "H", "H", "H", "B", "H", "H", "H", "H", "B", "H", "H", "H", "H", "B", "H", "H", "H", "H", "B", "H", "H", "H", "H", "B", "H", "H", "H", "H", "C", "C", "C", "O", "C", "H", "H", "H", "H", "H", "H", "H", "H", "C", "C", "C", "O", "C", "H", "H", "H", "H", "H", "H", "H", "H", "C", "C", "C", "O", "C", "H", "H", "H", "H", "H", "H", "H", "H", "C", "C", "C", "O", "C", "H", "H", "H", "H", "H", "H", "H", "H"],
  "coordinates": [[0.968, 1.750, -2.337], [0.916, 1.198, 1.931], [3.368, 1.606, -1.641], [3.182, 2.323, -2.493], [3.271, 2.180, -0.658], [2.643, 0.762, -1.735], [4.458, 1.235, -1.795], [3.307, 2.230, 1.965], [4.429, 1.989, 2.142], [2.854, 1.413, 1.341], [2.791, 2.244, 2.957], [3.133, 3.220, 1.403], [0.310, 0.518, -0.314], [0.337, 0.033, -1.320], [1.146, 1.212, -0.215], [-0.667, 1.119, -0.217], [0.421, -0.191, 0.533], [0.963, 3.832, -0.799], [0.613, 4.880, -0.450], [1.406, 3.302, 0.113], [0.122, 3.271, -1.271], [1.832, 3.978, -1.496], [0.337, 3.621, 2.703], [-0.174, 3.080, 1.862], [0.972, 4.482, 2.278], [-0.499, 4.078, 3.375], [0.928, 2.857, 3.259], [1.174, 0.112, -4.284], [0.950, -0.719, -3.510], [0.301, 0.805, -4.362], [2.093, 0.682, -4.013], [1.351, -0.478, -5.267], [1.618, -0.217, 3.843], [1.198, 0.817, 3.923], [0.985, -0.570, 2.989], [2.747, -0.174, 3.621], [1.437, -0.893, 4.768], [-3.694, 1.804, -2.223], [-3.350, 0.426, -2.745], [-1.899, 0.486, -3.216], [-1.371, 1.580, -2.421], [-2.376, 2.600, -2.361], [-3.986, 1.796, -1.174], [-4.511, 2.274, -2.778], [-4.109, 0.098, -3.457], [-3.379, -0.263, -1.897], [-1.844, 0.565, -4.301], [-1.367, -0.395, -2.874], [-2.329, 3.291, -3.207], [-2.179, 3.181, -1.462], [-2.423, -4.468, 1.252], [-1.130, -3.643, 1.045], [-1.522, -2.863, -0.193], [-2.933, -2.593, -0.029], [-3.516, -3.422, 0.968], [-2.482, -4.940, 2.233], [-2.608, -5.230, 0.490], [-0.239, -4.261, 0.943], [-0.933, -2.986, 1.895], [-1.399, -3.501, -1.075], [-0.989, -1.933, -0.386], [-4.404, -3.834, 0.486], [-3.705, -2.822, 1.861], [-3.209, 0.777, 4.008], [-3.196, -0.343, 2.982], [-2.426, 0.328, 1.840], [-1.416, 1.055, 2.496], [-2.069, 1.715, 3.578], [-3.083, 0.362, 5.011], [-4.138, 1.352, 4.044], [-4.181, -0.595, 2.578], [-2.606, -1.216, 3.256], [-3.048, 0.884, 1.127], [-1.966, -0.458, 1.240], [-2.423, 2.716, 3.323], [-1.335, 1.892, 4.363], [2.522, -2.832, -1.032], [2.601, -3.387, -2.438], [3.974, -4.092, -2.355], [4.711, -3.195, -1.516], [3.889, -2.191, -0.838], [2.398, -3.711, -0.394], [1.636, -2.194, -1.072], [2.616, -2.615, -3.209], [1.899, -4.143, -2.810], [4.426, -4.142, -3.348], [3.858, -5.088, -1.914], [3.992, -1.248, -1.369], [4.030, -2.168, 0.241]],
  "lumo_energy_ha": 0.2083,
  "total_charge": -3,
  "gap_ev": 5.246,
  "total_energy_ev": -67355.9683
}

***

We obtain energy above the lowest of the compared OMol25 structures with the same formula, charge and spin values of 104.8 170.2 kJ/mol for the records listed above, in that order.